This record from the OMol25 dataset describes a molecular structure, C36H70BBaF4N2O16. The level of theory is ωB97M-V/def2-TZVPD.

```
130
Properties=species:S:1:pos:R:3:forces:R:3
Ba 0.9242 -3.2752 1.9185 0.7 0.2 -0.3
B 0.4824 -1.1643 -0.3916 0.9 2.2 0.1
F 1.5574 -0.3305 -0.0241 0.0 -0.1 -0.2
F 0.9795 -2.4005 -0.6951 0.5 -1.7 -0.6
F -0.2826 -1.3251 0.7543 -1.3 -0.4 1.6
F -0.3162 -0.6284 -1.3502 -0.4 0.1 -1.1
C 3.6903 2.2289 0.4799 0.6 1.6 0.3
C 3.8332 3.0345 1.6767 -0.7 -1.4 -2.3
C 3.7721 4.4233 1.6171 0.6 -0.7 0.3
C 3.6564 5.0465 0.3693 -0.1 -1.7 -0.8
C 3.5330 4.2713 -0.7910 0.1 -0.8 0.0
C 3.5815 2.8349 -0.7727 -0.5 1.9 1.6
N 3.6741 6.4928 0.2298 -1.1 3.3 0.1
O 4.2091 7.1511 1.1310 -0.4 -1.4 -1.0
O 3.0705 7.0616 -0.7139 1.3 -2.0 1.4
H 3.7454 1.1503 0.4776 -0.1 -0.1 0.4
H 3.9248 2.4447 2.5768 0.1 0.5 0.4
H 3.8936 4.9420 2.5566 -0.1 0.5 -0.2
H 3.4101 4.8039 -1.7225 0.0 0.0 -0.1
H 3.4239 2.2287 -1.6525 0.3 0.4 -0.1
C -2.4665 1.5125 1.6611 -0.3 -1.3 0.2
C -2.4734 2.8580 1.9741 -0.5 -0.3 -0.6
C -3.2820 3.2704 3.0117 -0.2 1.4 0.7
C -3.9769 2.3928 3.8098 0.1 -0.2 0.0
C -3.8839 1.0458 3.5638 -0.3 -0.8 0.0
C -3.1740 0.6017 2.4569 0.2 0.5 0.7
N -4.8544 2.8654 4.8972 -1.9 2.7 1.7
O -5.0225 4.1002 5.0851 1.2 -2.4 -1.2
O -5.4778 2.0680 5.5871 1.1 -0.4 -1.0
H -1.9648 1.0838 0.8061 0.3 0.3 -0.1
H -2.0205 3.5791 1.3098 0.2 0.1 0.1
H -3.4025 4.3203 3.2345 0.1 0.2 -0.1
H -4.3965 0.3331 4.1928 -0.1 0.1 0.1
H -3.1317 -0.4705 2.3345 0.2 -0.1 -0.5
C -0.2851 2.7815 -0.8259 0.3 0.1 -1.4
O -1.0911 3.9522 -0.8242 0.7 0.4 -0.5
C -0.8556 4.7842 -2.0110 -1.9 0.7 0.3
C -1.8302 5.9901 -1.8819 0.8 -0.3 0.5
O -1.5855 6.5467 -0.6204 -1.0 0.1 0.6
C -2.4266 7.6499 -0.3106 0.9 0.9 -0.8
H 0.7767 2.9910 -0.9555 0.1 0.4 -0.5
H -0.6634 2.2123 -1.6750 0.4 -0.7 -0.1
H -0.2203 2.1238 0.0410 -1.1 0.6 0.5
H -1.1815 4.3846 -2.9713 0.0 -1.2 0.0
H 0.1841 5.0532 -2.1974 0.1 0.2 0.8
H -2.8840 5.7521 -2.0264 -0.3 -1.0 0.6
H -1.7635 6.7054 -2.7017 1.1 0.4 -0.2
H -2.2828 7.9842 0.7169 0.3 -0.3 -0.1
H -3.4999 7.5889 -0.4912 -0.2 -0.9 0.0
H -2.0879 8.4254 -0.9975 -0.1 0.7 0.2
C -2.4981 -1.8959 -3.5272 0.8 -0.4 -1.3
O -3.7192 -2.5971 -3.8125 -1.3 0.1 1.3
C -4.8408 -1.9114 -3.3618 0.2 0.1 -0.8
C -5.2275 -2.1569 -1.8126 -1.6 -1.2 1.9
O -6.0268 -3.2925 -1.5493 1.5 0.0 -1.7
C -5.5313 -4.5673 -1.9803 -0.1 -0.9 1.4
H -1.6623 -2.4738 -3.9218 -0.3 -0.3 -0.1
H -2.2464 -1.7459 -2.4774 -0.7 0.4 0.2
H -2.5795 -1.0156 -4.1648 0.3 0.5 0.6
H -5.7443 -2.1253 -3.9328 0.2 -0.7 -0.1
H -4.6797 -0.8383 -3.4646 0.1 0.2 0.6
H -5.9100 -1.4361 -1.3626 0.4 1.0 -0.8
H -4.3266 -2.1717 -1.1992 0.6 -0.2 -0.4
H -5.3827 -4.6543 -3.0566 -0.1 0.4 -0.2
H -6.2111 -5.3321 -1.6046 -0.6 0.3 -0.5
H -4.6312 -4.8863 -1.4546 0.6 0.7 -0.1
C 0.2744 -7.0457 1.4562 -1.3 -2.0 0.7
O 1.0522 -6.0046 0.9939 0.8 1.2 -0.5
C 2.4259 -6.3627 0.8854 1.8 1.2 0.0
C 3.2136 -5.5027 -0.1318 -1.6 -0.3 -1.5
O 3.1077 -4.0874 0.0291 -1.1 -0.8 2.7
C 3.7473 -3.3476 -0.9460 1.0 -0.4 -2.0
H -0.7899 -6.8442 1.5780 0.1 1.1 0.0
H 0.6075 -7.4199 2.4243 0.2 -0.1 0.1
H 0.2139 -7.8847 0.7629 0.6 -0.2 -0.2
H 2.6014 -7.4135 0.6548 -0.4 0.0 -0.4
H 2.9858 -6.2121 1.8084 -0.5 0.0 0.8
H 2.7421 -5.7064 -1.0932 0.1 -0.2 -0.4
H 4.2343 -5.8728 -0.2290 0.3 0.2 0.4
H 3.3346 -3.6398 -1.9117 -0.1 0.1 -0.3
H 4.7916 -3.6558 -0.9962 0.3 0.3 0.1
H 3.6716 -2.2614 -0.8962 -0.3 -0.2 0.8
C 1.7117 5.2375 -6.1899 0.2 -1.0 0.2
O 1.6260 4.2115 -5.1793 -0.8 0.7 0.7
C 2.5590 3.1527 -5.1377 -1.2 -0.6 -0.5
C 2.0700 2.0497 -4.1036 -0.3 3.3 0.0
O 3.1220 1.2069 -3.9508 1.1 -2.6 -0.2
C 2.8373 0.1140 -3.0906 -0.1 0.0 0.0
H 1.5162 4.8482 -7.1890 0.5 -0.4 -0.2
H 2.6847 5.7233 -6.1166 -0.1 0.2 -0.2
H 0.8938 5.9512 -6.0912 0.2 0.0 0.8
H 3.5948 3.4419 -4.9602 0.0 0.3 0.5
H 2.5545 2.7143 -6.1356 0.2 -0.5 -0.1
H 1.0744 1.6690 -4.3315 0.1 -0.8 -0.9
H 1.8653 2.4568 -3.1135 -0.1 1.0 0.2
H 1.8445 -0.3071 -3.2490 -0.3 0.1 -0.3
H 2.8630 0.4203 -2.0449 0.1 0.0 0.1
H 3.5297 -0.7130 -3.2480 0.3 0.3 -0.1
C 4.5947 -2.9672 2.4253 0.9 0.3 0.5
O 3.5411 -2.0112 2.1327 1.3 -2.0 0.2
C 3.5824 -0.8602 2.9493 -1.2 0.9 -0.3
C 2.4719 -0.9570 4.0066 1.1 0.4 -0.3
O 1.1765 -1.0274 3.4493 0.3 -1.2 0.3
C 0.6008 0.2097 3.1833 -0.8 1.7 -1.0
H 5.5941 -2.5396 2.5059 0.0 0.9 -0.7
H 4.6879 -3.7557 1.6786 -0.6 0.2 0.1
H 4.5924 -3.3676 3.4392 -1.1 -0.4 0.2
H 3.3920 -0.0760 2.2166 -0.2 0.4 0.4
H 4.5350 -0.6145 3.4186 0.2 -0.5 0.0
H 2.5382 -0.0978 4.6741 0.0 -0.1 0.3
H 2.6520 -1.8833 4.5521 -0.1 0.0 0.3
H -0.4495 0.0879 2.9184 0.1 -0.3 0.2
H 1.0636 0.6860 2.3190 0.2 0.0 -0.2
H 0.6639 0.9400 3.9900 0.1 -0.3 0.5
C -1.5176 -2.3101 4.5146 1.3 0.4 0.1
O -1.5444 -2.4954 3.0888 -1.2 -0.7 1.0
C -2.6157 -3.4139 2.8001 0.7 1.1 -1.0
C -2.6476 -3.5537 1.2754 -0.9 -1.1 2.5
O -1.4443 -4.1279 0.9098 0.6 -1.1 0.6
C -1.4438 -4.4500 -0.4340 0.6 0.5 -2.3
H -2.1122 -1.4461 4.8114 0.0 -0.1 0.0
H -0.4612 -2.1608 4.7376 -0.1 0.5 0.3
H -1.7899 -3.1947 5.0903 -0.4 -0.2 -0.3
H -3.6082 -3.1314 3.1511 0.0 0.7 0.1
H -2.3798 -4.3168 3.3634 -0.1 -0.6 -0.6
H -2.8336 -2.6348 0.7194 -0.2 0.2 0.2
H -3.4165 -4.3222 1.1961 -0.5 0.1 -0.9
H -0.7730 -5.2625 -0.7129 0.2 0.1 0.5
H -1.1294 -3.5298 -0.9265 0.2 -0.1 -0.7
H -2.4022 -4.7081 -0.8845 -0.4 -0.1 0.6
```
Positions in Å, forces in eV/Å.

Output
**Total energy**: -3176.080750 Ha
**Net charge**: +2
**⟨S²⟩**: 0.7573
**Strongest force on any atom**: 3.662 eV/A
**2S+1**: 2
**Frontier orbital gap (alpha / beta)**: 0.27268 / 0.06044 Eh
**E_LUMO (alpha / beta)**: -4.83 / -10.61 eV